# C35H36AuFN3P2SSi

A molecular structure, C35H36AuFN3P2SSi (wB97M-V/def2-TZVPD, the Open Molecules 2025 dataset).

Multiplicity   3
Net charge   +1
<S²>   2.03
ΔE to the lowest compared entry with this formula, charge and spin   2.993 eV
Gap between HOMO and LUMO (spin up / spin down)   8.02 / 4.86 eV

The geometry in XYZ format:
```
80
Properties=species:S:1:pos:R:3:forces:R:3:lowdin_spin:R:1
Au -1.53041 -0.10419 1.57678 0.42 -1.15 0.04 0.057
C -3.45115 -4.19783 -0.12458 0.70 -0.61 0.30 0.009
Si -2.08985 -3.01550 0.50973 1.05 -1.08 -1.17 0.040
C -1.28773 -3.63941 2.05653 -0.31 -0.92 1.62 0.009
C -0.50620 -2.86631 -0.59628 -2.38 -0.31 -0.70 0.015
N -2.91065 -1.45557 0.79229 -0.83 -0.08 0.15 0.427
C -4.10258 -1.01348 0.29497 -0.42 0.24 -0.87 0.078
C -5.28727 -0.84194 1.06543 1.29 1.01 0.48 0.097
C -6.36653 -0.20137 0.51922 -1.51 0.41 1.10 0.009
C -6.36102 0.20789 -0.78497 -0.07 -0.03 -2.24 0.127
C -5.32955 -0.15257 -1.70872 -0.72 0.04 2.41 -0.015
C -4.23711 -0.71626 -1.13390 0.43 -1.98 0.61 0.093
F -3.28068 -1.26732 -1.91245 0.04 0.57 0.16 0.023
H -3.02950 -5.17580 -0.50009 -0.27 1.16 0.16 0.001
H -4.02779 -3.70400 -0.89811 -0.07 -0.10 -0.36 0.001
H -4.16263 -4.49955 0.65886 0.25 0.31 -0.01 0.000
H -0.92238 -4.71391 1.96601 -0.55 1.24 -0.21 0.001
H -2.01187 -3.64448 2.92879 0.99 0.13 -0.71 -0.001
H -0.37786 -3.04142 2.27636 -0.65 -0.24 0.08 0.000
H -0.30246 -3.86547 -1.01577 0.02 0.33 0.14 0.001
H 0.34239 -2.48655 -0.07586 0.53 0.26 0.47 0.000
H -0.77184 -2.18253 -1.41005 0.42 -0.18 -0.06 -0.001
H -5.32395 -1.04633 2.12850 0.39 -0.34 -0.09 0.002
H -7.27156 0.01820 1.15476 1.16 -0.34 -0.78 -0.001
H -7.22679 0.71589 -1.20110 0.06 -0.06 0.16 0.006
H -5.48041 -0.16395 -2.75396 0.08 0.47 -0.92 -0.002
C 3.79960 -1.37580 -0.75500 0.39 1.44 0.09 0.012
N 2.97836 -0.06070 -0.58567 0.29 -3.04 -2.75 0.038
P 0.47995 0.81455 2.07365 2.12 2.05 -1.56 0.026
C 1.36539 0.25385 3.56589 -0.12 0.61 -0.80 0.012
C 0.84079 -0.84539 4.19154 0.12 -1.07 0.26 0.000
C 1.51549 -1.30941 5.31447 -0.32 -1.42 1.08 0.005
C 2.57305 -0.63094 5.90181 -0.08 -0.89 0.48 -0.001
C 3.05114 0.49263 5.27189 1.45 1.28 0.81 0.006
C 2.49662 0.90444 4.09175 -0.66 1.30 -1.36 0.019
C -0.13889 2.47598 2.34664 1.92 0.56 1.43 0.003
C 0.01078 3.53440 1.45046 -0.42 -1.13 -0.57 0.000
C -0.82334 4.60608 1.65832 0.15 0.95 -0.92 0.001
C -1.38207 4.82832 2.88740 -1.22 -0.18 0.32 0.001
C -1.36597 3.86867 3.88380 1.24 -0.55 0.33 0.000
C -0.64830 2.68886 3.63160 -1.37 0.09 -0.23 0.002
P 1.56448 -0.16925 -1.65077 -2.05 0.76 -0.73 0.008
C 2.01701 -0.71692 -3.37134 1.02 0.07 0.41 0.001
C 1.15271 -1.48522 -4.16241 0.38 -0.02 0.23 0.000
C 1.65365 -1.98846 -5.35236 -0.06 -0.95 -1.19 0.000
C 3.03213 -1.93851 -5.69526 -1.52 -0.87 -0.42 0.000
C 3.83153 -1.20012 -4.90427 2.34 2.42 0.58 0.000
C 3.28052 -0.41580 -3.87794 1.04 -0.61 0.85 0.000
C 1.46531 1.55506 -2.25171 0.21 -0.11 -0.79 0.002
C 2.64671 2.23589 -2.53847 0.42 0.85 0.66 0.000
C 2.63941 3.45584 -3.22296 0.66 0.42 -0.61 0.000
C 1.44764 3.89880 -3.84488 0.88 -0.20 0.67 0.000
C 0.29260 3.24463 -3.51164 -1.57 -0.81 0.22 0.000
C 0.28488 2.04082 -2.78976 0.17 0.66 0.53 0.000
H 3.69650 -1.73588 -1.80416 0.81 1.01 0.57 0.001
H 3.38420 -2.21765 -0.25922 -0.91 -0.39 1.24 0.000
H 4.82307 -1.25468 -0.33991 -0.57 0.04 -0.87 0.008
H -0.01656 -1.39992 3.77202 0.51 0.39 0.34 0.000
H 1.23542 -2.27368 5.77046 -0.15 0.64 -0.25 0.000
H 3.04159 -1.01375 6.83557 -0.45 0.34 -0.87 0.000
H 3.87495 1.08655 5.73991 -0.73 -0.65 -0.60 0.000
H 2.87918 1.79581 3.53711 -0.37 -0.73 0.84 0.012
H 0.69917 3.49095 0.60271 -0.64 -0.36 -0.06 0.000
H -1.12265 5.25863 0.82972 0.85 0.19 0.39 0.000
H -1.91291 5.74775 3.00869 -0.47 0.33 0.26 0.000
H -1.83936 4.02407 4.84451 0.12 0.14 0.00 0.000
H -0.53931 1.88833 4.37655 -0.38 0.42 -0.23 0.000
H 0.12002 -1.68935 -3.85986 0.42 0.07 -0.10 0.000
H 0.95628 -2.50865 -6.02755 0.43 0.17 0.38 0.000
H 3.51160 -2.44689 -6.53983 -0.79 0.02 0.22 0.000
H 4.93835 -1.07882 -5.13283 -1.56 -0.18 0.25 0.000
H 3.92177 0.31874 -3.34125 -0.43 -0.96 -0.53 0.000
H 3.57773 1.76389 -2.19170 -0.34 0.87 0.06 0.000
H 3.57186 4.08799 -3.28018 -1.01 -1.03 -0.27 0.000
H 1.38463 4.68148 -4.59552 0.35 0.32 0.56 0.000
H -0.68687 3.67414 -3.75147 0.43 -0.27 -0.48 0.000
H -0.63359 1.49355 -2.62791 -0.20 0.13 0.07 0.000
S 4.04887 0.88690 1.49505 1.86 0.26 1.58 0.668
C 2.71758 0.57854 0.56975 1.70 -1.36 -1.70 0.046
N 1.61470 1.13341 0.80222 -3.95 0.18 2.42 0.148
```
Positions in Å, forces in eV/Å.

# C35H36BIrN9OSi

A molecular structure, C35H36BIrN9OSi (wB97M-V/def2-TZVPD, the Open Molecules 2025 dataset).

Multiplicity   2
Net charge   +2
<S²>   0.75
ΔE to the lowest compared entry with this formula, charge and spin   0.000 eV
Gap between HOMO and LUMO (spin up / spin down)   7.30 / 6.08 eV

The geometry in XYZ format:
```
84
Properties=species:S:1:pos:R:3:forces:R:3:lowdin_spin:R:1
Ir -0.46462 1.17731 -0.20660 -0.21 -1.56 1.96 0.004
C -2.51669 4.28086 -2.17079 -0.02 0.02 0.05 0.000
C -1.80479 3.09233 -2.14828 -0.08 -0.07 -0.02 0.000
N -1.68501 2.67271 -0.88479 1.13 0.08 -0.12 0.001
N -2.28092 3.57882 -0.08096 -0.18 -0.02 -0.05 0.000
C -2.78710 4.55770 -0.84144 0.05 0.01 -0.10 0.000
B -2.21223 3.29661 1.44328 -0.10 0.13 0.11 0.000
N -0.70411 3.39984 1.75712 0.03 -0.04 0.24 0.000
C -0.02792 4.34667 2.41060 0.17 0.03 0.05 0.000
C 1.32798 4.10746 2.25675 -0.04 0.01 -0.03 0.000
C 1.40394 2.97567 1.46507 0.01 -0.18 0.16 0.000
N 0.16606 2.53854 1.19000 -0.35 0.07 -1.00 0.001
N -2.67699 1.83644 1.64103 -0.03 -0.07 0.03 0.000
C -3.76995 1.40021 2.27840 -0.05 -0.11 0.06 0.000
C -3.89424 0.04095 2.05839 0.03 0.00 0.00 0.000
C -2.81524 -0.28993 1.25106 -0.05 -0.01 -0.02 0.000
N -2.07861 0.79958 1.02077 0.21 0.34 -0.84 0.001
N -3.02318 4.19102 2.32706 0.17 0.13 -0.18 0.000
C -4.13125 4.96324 2.13341 -0.07 -0.06 -0.02 0.000
C -4.54623 5.41300 3.35445 -0.03 -0.07 0.10 0.000
C -3.63030 4.84791 4.26760 -0.03 0.02 -0.05 0.000
N -2.72425 4.11435 3.65404 0.00 0.01 0.05 0.000
H -2.79769 4.86181 -3.03070 0.00 0.00 0.00 0.000
H -1.39314 2.51764 -2.96173 0.05 0.01 0.03 0.000
H -3.29004 5.40074 -0.40321 -0.02 -0.02 0.00 0.000
H -0.54074 5.11702 2.95915 -0.06 -0.06 0.02 0.000
H 2.14226 4.67651 2.66790 0.00 -0.02 0.02 0.000
H 2.27138 2.44081 1.12648 0.01 -0.01 -0.06 0.000
H -4.38705 2.06968 2.85384 0.06 0.06 0.00 0.000
H -4.65695 -0.61745 2.43386 0.00 0.01 0.00 0.000
H -2.54067 -1.24476 0.84422 0.02 0.01 -0.14 0.000
H -4.57350 5.11829 1.16496 0.01 -0.03 0.00 0.000
H -5.39430 6.03820 3.57154 0.02 0.03 -0.03 0.000
H -3.60384 4.94937 5.34065 0.02 0.00 0.00 0.000
C 1.89983 -2.80163 1.66901 -0.02 0.02 -0.16 0.051
C 0.41646 -3.01645 1.56266 0.01 -0.06 0.35 0.408
C -0.05161 -4.43964 1.57276 -0.04 0.01 -0.19 0.072
C -0.39752 -2.06179 2.38787 -0.08 -0.01 -0.18 0.059
Si -0.05775 -2.38722 -0.71483 0.07 -0.50 -0.56 0.136
O -0.19811 -0.82202 -0.51452 -0.13 0.85 0.21 0.047
C -1.55578 -3.18411 -1.45076 0.03 0.24 0.28 0.016
C -1.63012 -4.54146 -1.78164 -0.05 -0.06 0.06 0.007
C -2.70681 -5.03701 -2.49809 0.04 -0.02 0.03 0.000
C -3.73010 -4.18764 -2.89581 0.01 0.02 -0.02 0.008
C -3.67469 -2.83808 -2.57901 -0.03 0.01 0.02 0.000
C -2.59646 -2.33996 -1.86600 0.04 -0.04 0.03 0.008
C 1.56061 -3.00784 -1.36495 -0.04 0.23 0.19 0.037
C 1.90693 -4.35945 -1.45343 0.04 0.01 -0.07 0.010
C 3.17193 -4.73561 -1.87598 -0.04 0.00 0.00 0.000
C 4.11021 -3.76770 -2.21127 0.01 -0.02 -0.01 0.012
C 3.77595 -2.42311 -2.14492 -0.01 0.03 -0.02 0.001
C 2.51093 -2.04538 -1.72130 0.01 -0.07 -0.01 0.012
H 2.16359 -2.91221 2.72789 -0.02 0.01 0.01 0.022
H 2.19715 -1.79579 1.36574 -0.01 0.01 0.04 0.006
H 2.47579 -3.52714 1.10076 0.00 0.01 -0.01 0.001
H 0.13126 -4.83226 2.58311 0.00 0.01 0.02 0.033
H 0.50754 -5.07294 0.88551 0.02 -0.01 0.03 0.003
H -1.11992 -4.53632 1.37782 0.01 0.01 0.02 0.004
H -0.00642 -2.09592 3.41143 -0.01 -0.04 0.02 0.024
H -1.45007 -2.33589 2.42619 0.03 -0.03 0.01 0.000
H -0.30990 -1.02884 2.05209 0.08 -0.01 0.06 0.008
H -0.85289 -5.23252 -1.48876 0.04 0.00 0.03 0.001
H -2.74380 -6.08834 -2.74915 -0.01 0.00 0.00 0.000
H -4.56352 -4.57646 -3.46545 -0.02 0.00 0.03 0.000
H -4.47094 -2.17329 -2.88667 0.02 0.00 -0.04 0.000
H -2.54671 -1.27773 -1.66586 -0.02 0.05 0.09 0.001
H 1.20098 -5.13628 -1.19530 0.00 0.00 0.00 0.001
H 3.42525 -5.78509 -1.94299 0.01 0.00 0.00 0.000
H 5.09973 -4.06503 -2.53184 0.00 0.00 -0.01 0.001
H 4.50048 -1.66837 -2.42365 0.02 0.00 -0.01 0.000
H 2.24807 -0.99625 -1.67926 0.00 -0.32 0.00 0.001
N 1.45808 1.19050 -1.01743 -0.56 0.87 -0.35 0.000
C 2.58038 1.16642 -1.25253 -0.09 0.27 -0.15 0.000
C 3.97329 1.13697 -1.54992 0.15 -0.03 0.12 0.000
C 4.41310 1.32512 -2.86192 -0.11 0.03 -0.03 0.000
C 5.76984 1.29031 -3.12356 0.05 -0.01 -0.02 0.000
C 6.67398 1.07111 -2.09077 -0.04 -0.01 0.01 0.000
C 6.23091 0.88766 -0.78557 0.04 -0.01 0.00 0.000
C 4.87836 0.91714 -0.50593 -0.06 -0.01 -0.01 0.000
H 3.69968 1.50138 -3.65594 0.01 -0.01 0.00 0.000
H 6.12606 1.43941 -4.13329 -0.01 -0.01 0.00 0.000
H 7.73398 1.04376 -2.30424 0.00 0.01 0.00 0.000
H 6.94254 0.72383 0.01156 0.00 -0.01 0.00 0.000
H 4.52019 0.77001 0.50505 0.01 -0.01 -0.01 0.000
```
Positions in Å, forces in eV/Å.

# C35H36BN11V

A molecular structure, C35H36BN11V (wB97M-V/def2-TZVPD, the Open Molecules 2025 dataset).

Multiplicity   2
<S²>   0.85
Gap between HOMO and LUMO (spin up / spin down)   5.91 / 4.45 eV

The geometry in XYZ format:
```
84
Properties=species:S:1:pos:R:3:forces:R:3:lowdin_spin:R:1
V 0.11644 0.50823 -0.05856 -1.50 0.14 -0.93 1.119
C 1.69394 4.15803 1.57024 0.02 -0.01 0.01 0.000
C 1.52414 2.77603 1.67184 0.20 0.51 0.02 0.002
N 0.88044 2.31543 0.60254 0.18 -0.13 0.71 0.009
N 0.65744 3.35803 -0.20196 0.28 0.97 -0.04 0.003
C 1.12014 4.48443 0.35924 0.03 -0.22 0.19 -0.001
B 0.03904 3.21063 -1.60786 -0.05 -0.48 0.28 0.001
N 0.85064 2.12773 -2.31236 0.25 0.67 -0.95 0.002
C 1.60334 2.22423 -3.42086 -0.04 -0.09 0.10 -0.001
C 2.43014 1.12453 -3.47546 0.02 -0.06 0.10 0.000
C 2.11624 0.39743 -2.32696 0.32 0.09 -0.40 0.000
N 1.15184 1.00783 -1.65906 0.80 -0.07 -0.85 0.001
N -1.38756 2.74793 -1.35316 -0.45 0.51 -0.68 0.002
C -2.52356 3.42313 -1.57236 -0.17 -0.02 0.14 0.005
C -3.53456 2.78373 -0.88936 0.03 -0.01 -0.02 0.002
C -2.90376 1.70403 -0.26736 -0.18 0.22 0.00 0.004
N -1.60976 1.70073 -0.56396 -0.04 -0.40 0.14 0.001
H 2.17154 4.82183 2.26424 0.05 0.04 0.10 0.000
H 1.87604 2.13053 2.45594 -0.09 -0.21 0.05 0.000
H 0.99174 5.43063 -0.12596 0.05 0.16 -0.16 0.000
H 0.06824 4.23243 -2.20276 -0.01 0.30 -0.16 0.000
H 1.51994 3.05413 -4.09136 -0.10 0.25 -0.09 0.000
H 3.15044 0.89403 -4.23196 0.18 -0.07 -0.13 0.000
H 2.57384 -0.49377 -1.94316 -0.11 -0.16 0.08 0.000
H -2.53516 4.31003 -2.17476 0.05 0.15 -0.09 0.000
H -4.56356 3.07103 -0.84176 -0.25 -0.01 0.01 0.000
H -3.33676 0.95063 0.36674 0.04 -0.10 0.04 0.000
C -3.70466 -2.22717 -1.83016 0.01 0.17 -0.01 0.000
C -3.04266 -0.92127 -2.27366 0.05 -0.16 0.04 -0.001
C -2.01996 -1.18597 -3.33686 0.07 0.11 0.30 0.000
C -2.37106 -1.13167 -4.67366 -0.01 0.00 0.02 0.000
C -1.46416 -1.47197 -5.66026 0.05 -0.06 -0.03 0.000
C -0.20696 -1.90387 -5.28896 -0.15 -0.01 -0.09 0.000
C 0.17744 -1.98327 -3.95696 0.04 0.10 0.22 0.000
C 1.55044 -2.52637 -3.66996 0.02 -0.17 0.09 0.000
C 1.62094 -4.03997 -3.88836 0.10 0.19 0.05 0.000
C -0.72346 -1.57317 -2.95226 -0.18 -0.17 -0.92 0.000
N -0.32306 -1.43897 -1.62496 0.08 0.61 1.35 -0.004
C 0.26984 -2.38927 -0.97686 -0.18 -0.41 -0.08 -0.012
C 1.05404 -2.12917 0.16514 0.31 -0.50 0.21 0.005
C 1.77934 -3.02187 0.97384 -0.01 0.04 0.05 -0.011
C 2.55224 -2.24257 1.82224 -0.06 -0.33 -0.06 0.003
C 2.26524 -0.91367 1.50404 0.19 0.08 0.13 -0.010
N 1.37384 -0.83657 0.51774 1.07 -0.89 0.26 0.015
H -4.46336 -2.03977 -1.07306 -0.11 -0.03 0.11 0.000
H -2.96686 -2.91407 -1.42126 0.11 -0.09 0.08 0.000
H -4.17476 -2.72107 -2.67606 -0.11 -0.08 -0.10 0.000
H -2.54076 -0.46817 -1.41886 -0.19 0.06 -0.14 0.000
H -3.80326 -0.23487 -2.65016 0.04 0.09 0.08 0.000
H -3.36856 -0.81327 -4.94256 -0.13 0.02 0.00 0.000
H -1.73966 -1.42557 -6.70326 -0.02 0.05 -0.09 0.000
H 0.50234 -2.18827 -6.05386 0.11 -0.05 -0.06 0.000
H 1.83054 -2.31467 -2.64096 0.16 0.04 -0.10 0.000
H 2.27554 -2.03577 -4.32496 0.01 0.02 0.05 0.000
H 0.91984 -4.55917 -3.23666 -0.06 -0.05 0.02 0.000
H 2.62344 -4.40517 -3.67276 0.07 -0.09 -0.01 0.000
H 1.37364 -4.29077 -4.91666 -0.04 -0.09 -0.10 0.000
H 0.21524 -3.43477 -1.30686 0.05 0.16 -0.11 -0.001
H 1.73864 -4.09487 0.94574 0.00 -0.19 -0.11 -0.001
H 3.24164 -2.60337 2.56134 0.14 -0.04 0.14 0.001
H 2.67374 -0.02067 1.94244 0.06 0.15 0.07 -0.001
C -2.57766 -1.45177 2.53324 -0.02 0.18 0.00 0.000
C -1.81826 -1.01497 1.46254 -0.49 -0.50 0.04 -0.035
N -0.90346 -0.04077 1.56164 -0.61 -0.35 0.72 -0.022
C -0.68996 0.47133 2.77174 0.05 0.27 0.84 -0.026
C -1.39156 0.10463 3.91524 -0.27 -0.53 -0.76 -0.002
C -2.38956 -0.87137 3.77604 0.35 0.21 -0.10 -0.044
C -1.24606 0.80733 5.18044 0.46 0.28 0.59 -0.001
C -0.15946 1.20693 5.86354 -1.01 0.08 -0.07 0.004
C 1.24644 0.90793 5.69744 1.20 -0.02 0.20 0.000
C 2.14884 1.41513 6.65404 -0.27 -0.18 -0.32 0.001
C 3.44774 0.95243 6.61404 -0.06 -0.01 -0.05 0.000
N 3.85574 0.08583 5.69384 0.39 0.06 0.13 0.001
C 2.95764 -0.26677 4.78994 0.20 -0.20 -0.15 0.000
N 1.69054 0.09293 4.73164 -0.64 0.19 0.14 -0.001
H -3.32416 -2.21937 2.38894 0.03 -0.06 -0.06 0.001
H -1.94726 -1.45417 0.48224 0.02 -0.05 -0.07 -0.003
H 0.04154 1.25803 2.84014 0.00 0.03 0.01 -0.001
H -2.98206 -1.17167 4.62664 -0.07 -0.02 0.09 -0.003
H -2.20216 1.03493 5.64174 0.02 0.11 0.06 0.000
H -0.34816 1.76623 6.77284 -0.12 0.02 0.00 0.000
H 1.83194 2.12113 7.40624 -0.08 -0.01 0.09 0.000
H 4.19024 1.25643 7.34264 -0.05 0.09 0.04 0.000
H 3.30334 -0.94257 4.02164 -0.03 -0.05 -0.11 0.000
```
Positions in Å, forces in eV/Å.

Number 1: electronic energy -85040.35886 eV. Number 2: electronic energy -63719.46154 eV. Number 3: electronic energy -79636.42848 eV.